(1)
Density functional theory data (ωB97M-V/def2-TZVPD) for a single C22H22F3NO2 molecule.

As for the energy: -1356.3974 Eh. The structure (SMILES) is O[C@@H](CNCCc1ccc(C(F)(F)F)cc1)COc1ccc2ccccc2c1. The value obtained for the LUMO energy is 0.6 eV.

Structure (XYZ):
```
50
Properties=species:S:1:pos:R:3:nbo_charge:R:1
O -2.22 4.20 -0.82 -0.70
C -1.33 3.12 -0.97 0.07
C -1.80 2.15 -2.06 -0.23
N -1.15 0.87 -1.95 -0.63
C -1.74 -0.15 -2.79 -0.20
C -1.00 -1.48 -2.60 -0.43
C -1.10 -1.95 -1.18 -0.01
C -2.27 -2.53 -0.70 -0.21
C -2.39 -2.90 0.62 -0.18
C -1.32 -2.70 1.48 -0.16
C -1.41 -3.07 2.93 0.97
F -1.48 -1.98 3.72 -0.33
F -0.35 -3.76 3.36 -0.33
F -2.49 -3.81 3.23 -0.32
C -0.14 -2.14 1.02 -0.19
C -0.04 -1.77 -0.31 -0.17
C 0.09 3.67 -1.24 -0.08
O 1.03 2.71 -1.64 -0.50
C 1.55 1.83 -0.74 0.41
C 2.50 0.93 -1.29 -0.27
C 3.11 0.00 -0.51 -0.17
C 2.81 -0.11 0.86 -0.13
C 3.41 -1.07 1.70 -0.17
C 3.07 -1.16 3.02 -0.23
C 2.12 -0.28 3.57 -0.21
C 1.53 0.67 2.79 -0.21
C 1.86 0.79 1.42 0.05
C 1.25 1.76 0.59 -0.36
H -2.27 4.69 -1.66 0.46
H -1.37 2.60 -0.01 0.18
H -2.90 2.07 -1.98 0.18
H -1.57 2.56 -3.05 0.18
H -1.17 0.56 -0.98 0.36
H -2.82 -0.30 -2.57 0.16
H -1.65 0.18 -3.83 0.19
H -1.44 -2.22 -3.28 0.22
H 0.05 -1.33 -2.87 0.22
H -3.11 -2.68 -1.38 0.21
H -3.30 -3.35 0.99 0.23
H 0.69 -1.99 1.69 0.24
H 0.88 -1.32 -0.67 0.22
H 0.43 4.22 -0.35 0.18
H 0.04 4.37 -2.08 0.19
H 2.72 1.02 -2.35 0.23
H 3.84 -0.67 -0.94 0.21
H 4.13 -1.75 1.27 0.21
H 3.53 -1.91 3.65 0.22
H 1.86 -0.37 4.61 0.22
H 0.80 1.35 3.21 0.21
H 0.54 2.43 1.05 0.21
```

---

(2)
Density functional theory data (ωB97M-V/def2-TZVPD) for a single C3H4N4O2 molecule.

As for the energy: -486.0734 Eh. The structure (SMILES) is Cc1ncnn1[N+](=O)[O-]. The value obtained for the LUMO energy is -0.5 eV.

Structure (XYZ):
```
13
Properties=species:S:1:pos:R:3:nbo_charge:R:1
C 1.42 -1.18 -0.05 -0.67
C 0.66 0.05 -0.05 0.41
N 1.12 1.32 -0.06 -0.47
C 0.02 2.11 -0.02 0.16
N -1.14 1.49 -0.02 -0.26
N -0.76 0.20 0.04 -0.13
N -1.78 -0.74 0.15 0.67
O -1.38 -1.87 0.17 -0.38
O -2.87 -0.28 0.10 -0.30
H 1.35 -1.57 0.94 0.25
H 2.38 -0.94 -0.48 0.26
H 0.79 -1.77 -0.62 0.25
H 0.21 3.20 -0.09 0.21
```

---

(3)
Density functional theory data (ωB97M-V/def2-TZVPD) for 2 unconnected molecules or ions with the total composition C4H8O.

As for the energy: -232.3946 Eh. The structure (SMILES) is CC=O.C=C. The value obtained for the LUMO energy is 1.1 eV.

Structure (XYZ):
```
13
Properties=species:S:1:pos:R:3:nbo_charge:R:1
C -0.41 1.80 1.43 -0.72
C -0.84 0.38 1.23 0.44
O -0.65 -0.46 2.06 -0.52
H 0.10 1.93 2.38 0.23
H -1.28 2.44 1.41 0.23
H 0.25 2.13 0.62 0.23
H -1.37 0.13 0.29 0.11
C 1.52 -1.08 -2.06 -0.38
C 0.33 -0.90 -2.61 -0.39
H 1.72 -1.91 -1.39 0.20
H 2.33 -0.38 -2.25 0.19
H -0.46 -1.63 -2.47 0.19
H 0.10 -0.06 -3.25 0.19
```

---

(4)
Density functional theory data (ωB97M-V/def2-TZVPD) for 2 unconnected molecules or ions with the total composition C6H11OP.

As for the energy: -651.5588 Eh. The value obtained for the LUMO energy (spin up / spin down) is -0.6 / -1.0 eV.

Structure (XYZ):
```
19
Properties=species:S:1:pos:R:3:nbo_charge:R:1
C 0.04 -0.33 3.12 -0.37
C 0.66 0.26 2.15 -0.50
C 0.47 -0.13 -1.69 -0.40
C -1.00 -0.48 -1.59 -0.40
C 0.76 1.14 -0.76 -0.71
C -1.24 -0.54 -0.03 -0.72
O -1.75 2.65 2.05 -0.35
P -0.34 0.86 0.73 1.01
H 0.69 -0.62 3.90 0.20
H -0.87 -0.88 2.95 0.20
H 1.77 0.63 2.35 0.23
H 1.21 -0.95 -1.50 0.21
H 0.67 0.16 -2.81 0.21
H -1.64 0.29 -2.01 0.21
H -1.19 -1.49 -1.85 0.22
H 1.82 1.27 -0.68 0.24
H 0.33 2.00 -1.23 0.23
H -2.35 -0.31 0.24 0.25
H -0.98 -1.48 0.18 0.22
```

---

For the records above, the corresponding energy relative to the best compared isomer or geometry (same formula, charge and spin) values read 0.026 4.184 1.388 7.121 eV.
For the records above, the corresponding maximum force values read 0.67 4.65 0.62 5.38 eV/Å.